# 1
Density functional theory data (ωB97M-V with the def2-TZVPD basis set) for C5H8O in the gas phase.

Positions of all 14 atoms, in Å:
1 O 1.300 0.857 1.518
2 C 0.796 0.191 0.419
3 C 0.715 0.766 -0.961
4 C -0.541 0.565 -0.149
5 C -1.393 -0.683 -0.354
6 C -0.479 -1.759 0.208
7 H 2.262 0.780 1.483
8 H 1.054 1.792 -1.059
9 H 0.916 0.114 -1.808
10 H -1.017 1.472 0.218
11 H -2.331 -0.588 0.206
12 H -1.625 -0.853 -1.411
13 H -0.633 -1.742 1.308
14 H 0.976 -0.912 0.382

Output
Calculated total energy in eV: -7356.7221
Gap between HOMO and LUMO in eV: 8.647
2S+1: 1
Energy relative to the best compared isomer or geometry (same formula, charge and spin) in eV: 5.533
LUMO energy in eV: 0.25
Molar mass in g mol⁻¹: 84.1
Strongest force on any atom in eV/Å: 0.3

=====

# 2
Density functional theory data (ωB97M-V with the def2-TZVPD basis set) for a molecular structure, C44H45CrF5N9O7S2.

Positions of all 113 atoms, in Å:
1 Cr -1.922 -0.140 -0.789
2 N -1.656 0.618 2.277
3 C -1.193 -0.696 2.665
4 C -1.403 -1.018 4.151
5 C -0.724 -0.064 5.150
6 C 0.750 -0.362 5.455
7 N 1.621 -0.480 4.289
8 C 2.002 0.535 3.521
9 N 1.842 1.806 3.900
10 N 2.656 0.276 2.397
11 C -1.842 -1.802 1.762
12 O -2.104 -2.890 2.253
13 O -1.960 -1.481 0.524
14 H -1.029 1.367 2.538
15 H -2.581 0.814 2.637
16 H -0.151 -0.761 2.361
17 H -1.093 -2.050 4.336
18 H -2.480 -0.983 4.325
19 H -1.254 -0.123 6.102
20 H -0.822 0.967 4.792
21 H 0.822 -1.310 5.986
22 H 1.167 0.404 6.113
23 H 1.584 -1.364 3.797
24 H 1.359 2.044 4.746
25 H 2.106 2.542 3.264
26 H 2.547 -0.647 1.985
27 H 2.756 1.022 1.720
28 C 6.288 -1.600 0.996
29 O 5.158 -1.463 0.156
30 C 5.250 -0.576 -0.871
31 C 6.377 0.167 -1.180
32 C 6.341 1.064 -2.244
33 C 5.189 1.226 -2.992
34 C 4.063 0.468 -2.694
35 C 4.084 -0.433 -1.640
36 N 2.967 -1.242 -1.333
37 C 1.841 -0.793 -0.646
38 N 1.731 0.559 -0.617
39 C 0.737 1.518 -0.250
40 C -0.664 1.411 -0.275
41 C -1.356 2.594 0.043
42 C -0.749 3.790 0.367
43 C 0.638 3.875 0.387
44 C 1.359 2.742 0.079
45 O 2.752 2.733 0.075
46 C 3.390 3.916 -0.388
47 N 1.112 -1.585 0.053
48 C 1.234 -2.976 -0.053
49 C 1.232 -3.629 -1.289
50 C 1.188 -5.010 -1.392
51 C 1.146 -5.775 -0.243
52 C 1.206 -5.156 0.997
53 C 1.291 -3.777 1.102
54 O 1.491 -3.136 2.309
55 C 1.407 -3.985 3.445
56 H 7.149 -1.994 0.452
57 H 6.001 -2.305 1.771
58 H 6.558 -0.644 1.455
59 H 7.288 0.066 -0.606
60 H 7.230 1.633 -2.482
61 H 5.165 1.921 -3.821
62 H 3.156 0.557 -3.282
63 H 3.198 -2.193 -1.081
64 H 2.513 1.023 -1.051
65 H -2.439 2.588 0.027
66 H -1.343 4.670 0.584
67 H 1.139 4.808 0.612
68 H 3.458 4.672 0.398
69 H 2.856 4.339 -1.241
70 H 4.395 3.631 -0.696
71 H 1.245 -3.025 -2.185
72 H 1.174 -5.479 -2.368
73 H 1.073 -6.853 -0.293
74 H 1.173 -5.777 1.880
75 H 1.631 -3.379 4.323
76 H 2.144 -4.790 3.394
77 H 0.400 -4.398 3.538
78 O -1.910 2.106 -4.516
79 C -3.140 2.650 -4.466
80 C -3.538 3.438 -5.545
81 C -4.779 4.042 -5.553
82 C -5.656 3.860 -4.487
83 C -5.277 3.072 -3.421
84 C -4.021 2.460 -3.386
85 C -3.635 1.631 -2.232
86 O -2.481 1.048 -2.241
87 N -4.469 1.496 -1.244
88 N -3.995 0.635 -0.279
89 C -4.812 0.559 0.703
90 S -6.202 1.653 0.748
91 C -6.930 0.908 2.244
92 C -5.810 0.337 3.084
93 S -4.759 -0.645 1.965
94 H -1.786 1.594 -3.690
95 H -2.841 3.559 -6.365
96 H -5.067 4.662 -6.393
97 H -6.627 4.338 -4.490
98 H -5.938 2.908 -2.581
99 H -7.623 0.126 1.937
100 H -7.475 1.694 2.767
101 H -6.168 -0.336 3.862
102 H -5.210 1.130 3.533
103 F -2.968 -2.310 -2.024
104 C -1.933 -2.014 -2.847
105 C -1.082 -1.000 -2.435
106 C -0.156 -0.620 -3.388
107 F 0.679 0.419 -3.148
108 C -0.030 -1.235 -4.621
109 F 0.897 -0.831 -5.498
110 C -0.866 -2.287 -4.947
111 F -0.751 -2.898 -6.125
112 C -1.840 -2.685 -4.047
113 F -2.666 -3.686 -4.365

Output
Calculated total energy in eV: -137779.5226
Gap between HOMO and LUMO (alpha / beta) in eV: 7.003 / 6.796
2S+1: 2
Energy relative to the best compared isomer or geometry (same formula, charge and spin) in eV: 0.000
LUMO energy (alpha / beta) in eV: -0.25 / -0.25
Molar mass in g mol⁻¹: 1023.0
Strongest force on any atom in eV/Å: 1.0